(1)
14
Properties=species:S:1:pos:R:3:nbo_charge:R:1 method="wB97M-V/def2-TZVPD" charge=0 homo_energy_ev=-9.268 total_energy_ha=-809.324714 e_above_lowest_kj_mol=59.9 lumo_energy_ev=0.491
C -0.493 -0.863 0.612 0.5553
N -0.256 -2.108 0.726 -0.7786
N -1.739 -0.368 0.786 -0.8093
N 0.504 0.036 0.311 -0.5676
N 0.186 1.694 0.292 -0.6209
O 2.685 0.963 1.133 -0.9288
O 2.734 -0.535 -0.797 -0.8963
S 2.149 -0.306 0.738 1.6671
H 0.718 -2.372 0.653 0.3264
H -2.481 -1.046 0.793 0.4082
H -1.914 0.557 0.429 0.4092
H 0.841 1.991 -0.425 0.3690
H 2.434 -1.350 -1.204 0.4975
H 0.558 1.991 1.191 0.3687

=====

(2)
13
Properties=species:S:1:pos:R:3:nbo_charge:R:1 method="wB97M-V/def2-TZVPD" charge=0 homo_energy_ev=-9.123 total_energy_ha=-733.974063 e_above_lowest_kj_mol=268.0 lumo_energy_ev=0.508
C 0.309 0.270 -0.225 0.4868
H -1.994 -0.520 -2.143 0.3892
H -2.029 0.505 -0.717 0.3708
H 1.864 0.928 -1.145 0.3941
H 2.302 -0.919 1.363 0.1381
H 0.051 0.778 1.762 0.3805
H -1.457 -1.267 0.454 0.4968
N -1.680 -0.491 -1.077 -0.7115
N -0.243 -0.151 -1.247 -0.3684
N 1.509 1.127 -0.207 -0.7281
N -0.451 0.201 0.924 -0.3799
O -0.738 -1.074 1.171 -0.5824
S 2.557 0.615 1.087 0.1139